No. 1
Here is a cluster of 2 separate species, C5H10O2 in total from OMol25. Energies are from wB97M-V/def2-TZVPD.

Summary:
Strongest force on any atom in eV/A: 0.56
Frontier orbital gap in eV: 10.375
Total charge: 0

CARTESIAN COORDINATES (ANGSTROEM)
C  0.264  -1.993  -1.481
C  -0.622  -0.755  -1.624
C  0.706  0.506  0.083
O  1.255  1.537  -0.249
C  -0.682  0.119  -0.359
C  0.102  2.472  2.346
O  -0.225  1.312  2.424
H  0.207  -2.616  -2.379
H  1.317  -1.721  -1.340
H  -0.039  -2.608  -0.625
H  -0.255  -0.138  -2.453
H  -1.643  -1.058  -1.885
H  1.245  -0.245  0.695
H  0.725  2.839  1.511
H  -1.178  -0.419  0.458
H  -1.243  1.037  -0.566
H  -0.216  3.210  3.106

***

No. 2
Here is the molecule C5H10O2 from OMol25. Energies are from wB97M-V/def2-TZVPD.

Summary:
Strongest force on any atom in eV/A: 3.32
Frontier orbital gap in eV: 9.140
Total charge: 0

CARTESIAN COORDINATES (ANGSTROEM)
C  2.117  1.068  -0.620
O  0.745  0.891  -0.327
C  0.296  -0.409  -0.313
C  0.074  -1.337  1.190
O  -1.113  -1.798  0.588
C  -1.193  -0.662  -0.293
C  -1.973  0.497  0.290
H  2.767  0.643  0.158
H  2.387  0.622  -1.590
H  2.285  2.147  -0.670
H  0.813  -1.005  -1.110
H  -0.101  -0.587  1.952
H  1.023  -1.458  0.710
H  -1.612  -0.979  -1.246
H  -1.887  1.363  -0.373
H  -3.021  0.208  0.377
H  -1.605  0.796  1.277